Entry i
{"formula": "C2H3N2O3", "method": "the ωB97M-V functional and the def2-TZVPD basis", "species": ["C", "C", "N", "N", "O", "O", "O", "H", "H", "H"], "positions_angstrom": [[-0.698, 0.510, 0.016], [-3.902, -0.643, 0.232], [0.333, 0.051, -0.534], [-0.753, 2.195, 0.218], [-4.772, -0.785, 0.949], [-2.964, -0.480, -0.435], [-1.635, 2.819, -0.154], [-1.420, -0.185, 0.621], [0.610, -0.902, -0.308], [0.908, 0.676, -1.142]], "mol_weight_g_mol": 103.1, "e_lumo_ev": -6.1, "total_charge": 1}

Entry ii
{"formula": "C2H3N2O3", "method": "the ωB97M-V functional and the def2-TZVPD basis", "species": ["C", "C", "N", "N", "O", "O", "O", "H", "H", "H"], "positions_angstrom": [[1.578, -0.393, 0.339], [-2.672, 0.747, 0.106], [1.382, 0.695, -0.241], [-0.029, -1.872, -0.548], [-3.735, 1.035, 0.383], [-1.514, 0.605, -0.051], [-0.172, -2.717, 0.144], [2.716, -0.604, 0.646], [2.049, 1.425, -0.376], [0.398, 1.080, -0.402]], "mol_weight_g_mol": 103.1, "e_lumo_ev": [-6.4, -6.0], "total_charge": 1}

Most stable to least stable, the ends of the list are entry i and entry ii.

Entry i
{"formula": "C2H6N2OS", "method": "the ωB97M-V functional and the def2-TZVPD basis", "species": ["C", "C", "H", "H", "H", "H", "H", "H", "N", "N", "O", "S"], "positions_angstrom": [[1.180, 1.064, -0.213], [0.054, -0.131, -0.037], [2.056, 0.708, -0.848], [0.462, 2.048, -0.557], [1.545, 1.325, 1.038], [-1.475, 1.332, 0.321], [-3.452, -0.869, 1.393], [1.724, -2.396, -0.836], [-1.277, 0.320, -0.018], [0.253, -1.320, 0.034], [1.671, -1.468, -0.017], [-2.742, -0.613, -0.259]], "mol_weight_g_mol": 106.2, "e_lumo_ev": 0.0}

Entry ii
{"formula": "C2H6N2OS", "method": "the ωB97M-V functional and the def2-TZVPD basis", "species": ["C", "N", "N", "O", "H", "H", "H", "H", "C", "S", "H", "H"], "positions_angstrom": [[0.625, -0.045, 1.340], [0.311, 1.008, 0.762], [0.475, 1.469, -0.440], [1.516, 0.855, -1.236], [0.618, -0.036, 2.385], [1.162, -0.893, 0.919], [0.642, 2.439, -0.340], [0.906, 0.465, -1.880], [-1.660, -1.325, -0.300], [-0.601, -1.238, -1.491], [-2.764, -1.505, -0.405], [-1.230, -1.194, 0.686]], "mol_weight_g_mol": 106.1, "smiles": "C=NNO.C=S", "e_lumo_ev": -0.5}

Entry iii
{"formula": "C2H6N2OS", "method": "the ωB97M-V functional and the def2-TZVPD basis", "species": ["C", "C", "H", "H", "H", "H", "H", "H", "N", "N", "O", "S"], "positions_angstrom": [[-0.070, 1.548, 0.808], [-0.222, 0.334, 0.009], [-0.856, 1.830, 1.564], [1.241, 1.416, 1.312], [0.152, 2.370, 0.034], [-0.046, -1.014, 2.001], [-0.471, -2.440, -0.330], [1.207, -0.719, -3.033], [-0.091, -0.954, 0.669], [-0.005, 0.531, -1.279], [-1.162, -1.894, 0.372], [0.323, -1.007, -2.127]], "mol_weight_g_mol": 106.2, "e_lumo_ev": 0.4}

Most stable to least stable, the ends of the list are entry ii and entry i.

Entry i
{"formula": "C2H6N2OS", "method": "the ωB97M-V functional and the def2-TZVPD basis", "species": ["C", "C", "N", "N", "O", "S", "H", "H", "H", "H", "H", "H"], "positions_angstrom": [[1.162, -0.235, -0.561], [-0.215, 0.523, -0.782], [0.947, -1.124, 0.556], [-0.715, 0.935, 0.406], [0.549, -0.430, 1.556], [-2.189, 0.396, 1.048], [1.400, -0.892, -1.534], [1.876, 0.426, -0.261], [-0.056, 1.435, -1.427], [-0.718, -0.314, -1.307], [0.258, -1.878, 0.220], [-2.299, 1.159, 2.087]], "mol_weight_g_mol": 106.1, "e_lumo_ev": [-0.1, 0.1]}

Entry ii
{"formula": "C2H6N2OS", "method": "the ωB97M-V functional and the def2-TZVPD basis", "species": ["C", "C", "N", "N", "O", "S", "H", "H", "H", "H", "H", "H"], "positions_angstrom": [[0.927, 0.260, 0.593], [-0.287, -0.103, -0.251], [-4.203, 1.430, 0.369], [-1.314, -0.624, 0.586], [-4.074, 0.569, -0.413], [-2.684, -1.143, 0.072], [1.756, 0.544, -0.051], [0.697, 1.089, 1.259], [1.220, -0.596, 1.196], [0.001, -0.850, -1.011], [-0.646, 0.781, -0.798], [-2.588, -1.221, -1.307]], "mol_weight_g_mol": 106.1, "e_lumo_ev": [0.0, -0.7]}

Most stable to least stable, the ends of the list are entry ii and entry i.

Entry i
{"formula": "C9H16N2O5", "method": "the ωB97M-V functional and the def2-TZVPD basis", "species": ["C", "C", "C", "C", "N", "C", "O", "C", "N", "C", "C", "O", "O", "C", "O", "O", "H", "H", "H", "H", "H", "H", "H", "H", "H", "H", "H", "H", "H", "H", "H", "H"], "positions_angstrom": [[0.790, -2.799, -1.932], [1.498, -1.641, -1.156], [3.003, -1.260, -1.807], [0.547, -0.340, -1.114], [-0.659, -0.741, -0.451], [-1.278, -0.399, 0.672], [-2.235, -1.104, 1.026], [-0.767, 0.794, 1.324], [-1.249, 1.765, 0.323], [-1.252, 1.024, 2.719], [-1.047, 2.360, 3.247], [-0.427, 3.312, 2.805], [-1.424, 2.566, 4.470], [0.184, 0.238, -2.577], [1.010, -0.081, -3.599], [-0.888, 1.053, -2.448], [-0.114, -3.223, -1.328], [0.226, -2.410, -2.863], [1.357, -3.604, -2.059], [1.585, -2.206, -0.114], [2.843, -1.599, -3.043], [3.057, -0.066, -1.618], [3.793, -1.920, -1.078], [0.867, 0.552, -0.433], [-1.086, -1.326, -1.205], [0.320, 0.842, 1.541], [-1.208, 2.690, 0.981], [-2.391, 1.519, 0.366], [-0.785, 0.406, 3.453], [-2.347, 0.606, 2.787], [-1.088, 3.601, 4.577], [-0.835, 1.389, -1.464]], "mol_weight_g_mol": 232.2, "smiles": "CC(C)[C@H](NC(=O)[C@@H](N)CC(=O)O)C(=O)O", "e_lumo_ev": 0.3}

Entry ii
{"formula": "C9H16N2O5", "method": "the ωB97M-V functional and the def2-TZVPD basis", "species": ["C", "C", "C", "C", "N", "C", "O", "N", "C", "C", "C", "O", "O", "C", "O", "O", "H", "H", "H", "H", "H", "H", "H", "H", "H", "H", "H", "H", "H", "H", "H", "H"], "positions_angstrom": [[-3.404, 0.933, 2.636], [-2.132, 0.785, 1.785], [-1.133, 1.937, 2.146], [-2.131, 0.714, 0.175], [-2.776, -0.447, -0.474], [-0.841, 1.285, -0.431], [-0.757, 2.503, -0.475], [0.241, 0.436, -0.797], [0.558, -0.951, -0.200], [1.200, -1.740, -1.317], [2.202, -1.152, -2.335], [2.457, 0.036, -2.430], [2.576, -2.194, -3.234], [1.368, -0.846, 1.086], [1.461, -1.699, 1.836], [1.884, 0.408, 1.337], [-3.043, 0.559, 3.578], [-4.418, 0.347, 2.368], [-3.758, 1.973, 2.664], [-1.672, -0.132, 2.116], [-1.044, 1.870, 3.310], [-1.446, 2.857, 1.832], [-0.066, 1.690, 1.920], [-2.652, 1.672, -0.058], [-3.291, -0.179, -1.353], [-3.389, -0.946, 0.087], [0.931, 0.869, -1.432], [-0.320, -1.430, 0.092], [0.324, -1.865, -1.966], [1.641, -2.656, -0.949], [2.342, -3.041, -2.908], [2.515, 0.266, 2.059]], "mol_weight_g_mol": 232.2, "smiles": "CC(C)[C@H](N)C(=O)N[C@@H](CC(=O)O)C(=O)O", "e_lumo_ev": 0.3}

Most stable to least stable, the ends of the list are entry ii and entry i.

Entry i
{"formula": "FH3OSi", "method": "the ωB97M-V functional and the def2-TZVPD basis", "species": ["O", "F", "Si", "H", "H", "H"], "positions_angstrom": [[0.943, -0.962, 1.198], [-0.226, 0.406, -1.534], [-1.540, 1.300, -1.343], [0.896, -0.299, 0.477], [1.947, -1.197, 1.311], [-2.019, 0.752, -0.110]], "mol_weight_g_mol": 66.1, "e_lumo_ev": -0.7}

Entry ii
{"formula": "FH3OSi", "method": "the ωB97M-V functional and the def2-TZVPD basis", "species": ["O", "Si", "F", "H", "H", "H"], "positions_angstrom": [[0.242, 0.066, -1.183], [0.002, -0.140, 0.409], [-0.466, -1.590, 0.969], [-0.165, 0.721, -1.720], [1.348, -0.006, 0.944], [-0.960, 0.949, 0.582]], "mol_weight_g_mol": 66.1, "smiles": "O[SiH2]F", "e_lumo_ev": 0.8}

Most stable to least stable, the ends of the list are entry ii and entry i.

Entry i
{"formula": "C10H15NO", "method": "the ωB97M-V functional and the def2-TZVPD basis", "species": ["C", "C", "C", "C", "C", "C", "C", "C", "C", "C", "N", "O", "H", "H", "H", "H", "H", "H", "H", "H", "H", "H", "H", "H", "H", "H", "H"], "positions_angstrom": [[2.238, -1.063, -2.454], [0.288, -0.444, -1.864], [1.112, -0.482, -0.726], [-1.048, -0.118, -1.963], [-0.615, -0.388, 0.959], [0.830, -0.157, 0.705], [-1.730, 0.007, -3.276], [-1.444, 0.445, 1.856], [1.280, 1.286, 0.985], [1.664, -1.122, 1.583], [1.082, -0.814, -2.948], [2.346, -0.892, -1.127], [3.104, -1.384, -2.999], [-1.599, 0.086, -1.053], [-0.997, -1.354, 0.671], [-2.548, -0.713, -3.351], [-1.019, -0.176, -4.076], [-2.169, 0.999, -3.400], [-2.501, 0.229, 1.712], [-1.278, 1.510, 1.698], [-1.213, 0.240, 2.911], [1.164, 1.526, 2.038], [0.696, 1.984, 0.390], [2.328, 1.400, 0.715], [2.721, -1.007, 1.357], [1.374, -2.152, 1.388], [1.495, -0.902, 2.634]], "mol_weight_g_mol": 165.2, "e_lumo_ev": [0.8, 0.3], "multiplicity": 3, "s2": 2.032}

Entry ii
{"formula": "C10H15NO", "method": "the ωB97M-V functional and the def2-TZVPD basis", "species": ["C", "C", "C", "C", "C", "C", "C", "C", "C", "C", "N", "O", "H", "H", "H", "H", "H", "H", "H", "H", "H", "H", "H", "H", "H", "H", "H"], "positions_angstrom": [[1.815, -1.410, 0.774], [0.702, -1.933, 0.303], [-2.397, 0.117, 0.098], [1.541, 1.137, 1.217], [2.226, -0.045, 0.607], [-0.325, -1.100, -0.296], [1.375, 0.810, -0.222], [-3.268, 0.733, 1.215], [-0.772, -1.397, -1.683], [1.525, 1.330, -1.587], [-1.392, -0.632, 0.520], [-2.703, 0.527, -1.006], [2.607, -2.144, 1.268], [0.509, -2.953, 0.229], [0.796, 0.847, 1.839], [2.050, 2.098, 1.440], [3.259, -0.072, 0.438], [-3.862, 1.412, 0.812], [-3.769, -0.088, 1.792], [-2.735, 1.108, 2.048], [-1.557, -0.890, -2.100], [-0.992, -2.403, -1.797], [0.032, -1.379, -2.304], [0.667, 1.910, -2.124], [1.665, 0.502, -2.162], [2.502, 2.041, -1.603], [-1.421, -0.668, 1.536]], "mol_weight_g_mol": 165.2, "e_lumo_ev": [0.9, -0.5], "multiplicity": 3, "s2": 2.010}

Most stable to least stable, the ends of the list are entry i and entry ii.